58
Properties=species:S:1:pos:R:3:forces:R:3:mulliken_spin:R:1 method="wB97M-V/def2-TZVPD" energy_ev=-97183.5880 charge=+1 multiplicity=2 lumo_energy_ev="-4.20 / -4.65" gap_ev="7.82 / 7.49"
W 0.58509 -1.19692 0.82030 -2.322 -1.151 2.265 1.1127
O 4.48909 -1.25932 0.24510 0.000 -0.054 0.109 -0.0069
S 3.21969 -0.74062 0.59090 1.659 0.935 0.044 0.0218
O 2.48559 -1.44642 1.69130 -0.137 -0.067 -0.010 0.0125
O 2.21149 -0.69242 -0.51550 0.454 0.013 0.026 -0.0073
C 3.38049 0.93928 1.17570 -0.032 -0.194 -0.183 -0.0033
C 4.61439 1.35488 1.63480 0.118 -0.107 -0.114 0.0052
C 4.79079 2.67618 2.01720 -0.159 -0.039 -0.008 0.0010
C 3.72749 3.56278 1.94200 0.040 -0.046 0.031 0.0001
C 2.48159 3.13738 1.50790 -0.203 -0.366 -0.126 0.0060
C 2.29419 1.81048 1.12310 -0.132 -0.151 0.095 -0.0129
P 0.70399 1.20438 0.45900 -0.145 1.956 -0.398 0.0298
C -0.58731 2.31958 1.07740 0.032 -0.400 0.050 -0.0127
C -0.92761 3.46558 0.36120 0.132 -0.054 -0.026 -0.0007
C -1.94051 4.28748 0.81750 0.038 0.042 0.032 0.0006
C -2.60251 3.97988 1.99470 -0.001 0.033 -0.025 -0.0008
C -2.25631 2.85048 2.71760 0.000 -0.011 0.098 0.0028
C -1.25841 2.01078 2.25880 0.121 0.015 -0.074 0.0059
C 0.86339 1.62108 -1.31110 -0.198 -0.143 0.003 -0.0013
C -0.26961 1.60988 -2.12750 0.200 -0.034 0.108 -0.0017
C -0.14391 1.87588 -3.47940 -0.084 0.034 -0.060 -0.0004
C 1.09969 2.14758 -4.02790 0.072 0.007 0.093 -0.0012
C 2.22199 2.16378 -3.21750 0.066 0.068 -0.003 0.0017
C 2.10979 1.90118 -1.86550 -0.179 -0.035 0.176 -0.0012
H 5.41969 0.63978 1.65620 0.231 -0.007 0.024 0.0002
H 5.75569 3.01188 2.35990 0.111 0.027 0.053 0.0000
H 3.86209 4.59488 2.22360 0.040 0.113 0.038 0.0003
H 1.65519 3.83278 1.44500 -0.015 0.016 0.067 0.0007
H -0.40501 3.70448 -0.55240 -0.008 0.072 -0.066 -0.0003
H -2.20631 5.16698 0.25270 -0.044 0.102 -0.037 -0.0001
H -3.39041 4.62428 2.34730 -0.131 0.089 0.071 -0.0002
H -2.76631 2.62118 3.63960 -0.079 -0.040 0.092 0.0001
H -0.99791 1.11348 2.80750 -0.083 0.187 0.003 -0.0063
H -1.24381 1.39308 -1.70770 -0.016 0.109 -0.036 0.0011
H -1.01871 1.88218 -4.11020 -0.120 -0.043 -0.050 -0.0001
H 1.20179 2.34938 -5.08210 -0.051 0.031 -0.127 0.0000
H 3.19369 2.38948 -3.62650 0.097 -0.005 -0.115 0.0001
H 2.99399 1.90228 -1.24390 0.032 0.061 -0.075 0.0004
C -2.94921 -5.31302 1.81410 0.283 0.215 -0.114 0.0011
C -1.57861 -4.88992 1.33110 -0.032 -0.203 0.058 0.0005
O -1.67051 -3.52542 0.82740 0.007 -0.099 -0.720 0.0113
P -0.86471 -3.11662 -0.49270 -0.734 -0.804 0.089 0.0484
S -1.36341 -1.15232 -0.75880 1.154 -0.857 0.465 -0.0043
S 1.11969 -3.42982 -0.21370 -1.366 0.428 -0.060 0.0072
O -1.39441 -4.04242 -1.65440 0.480 0.217 0.195 0.0078
C -2.82001 -4.11292 -1.93090 -0.445 0.044 -0.183 0.0000
C -3.19271 -3.21982 -3.09800 0.228 -0.199 0.176 0.0003
H -2.89831 -6.32252 2.21230 -0.009 -0.107 0.016 -0.0001
H -3.66731 -5.28672 0.99660 -0.069 -0.035 0.030 -0.0001
H -3.27441 -4.64462 2.60550 -0.145 0.048 0.068 -0.0001
H -1.21851 -5.54712 0.53360 0.021 0.052 0.103 -0.0005
H -0.85421 -4.88462 2.14990 0.000 0.027 -0.151 -0.0012
H -3.37841 -3.82522 -1.03360 0.107 -0.144 -0.070 -0.0012
H -2.99861 -5.16572 -2.15560 -0.066 0.125 0.098 0.0007
H -2.88101 -2.19562 -2.90110 -0.078 0.033 -0.085 0.0006
H -4.27221 -3.24282 -3.23130 -0.058 0.011 -0.031 0.0001
H -2.71711 -3.56992 -4.01020 0.029 0.040 -0.082 0.0000
S -0.47231 -1.32192 2.71090 1.389 0.246 -1.748 -0.2164